{"formula": "C21H25N4O3SSbSe4Tc", "method": "ωB97M-V/def2-TZVPD", "symbols": ["Sb", "Tc", "Se", "Se", "Se", "Se", "S", "O", "O", "O", "N", "N", "N", "N", "C", "C", "C", "C", "C", "C", "C", "C", "C", "C", "C", "C", "C", "C", "C", "C", "C", "C", "C", "C", "C", "H", "H", "H", "H", "H", "H", "H", "H", "H", "H", "H", "H", "H", "H", "H", "H", "H", "H", "H", "H", "H", "H", "H", "H", "H"], "positions_angstrom": [[-5.56144, -2.70828, -1.89461], [0.04392, 0.00050, 0.78558], [-5.33962, -4.08123, 0.36480], [-6.79658, -0.70989, -1.62223], [-3.15729, -3.62833, 0.44319], [-4.49232, -3.89836, -3.63860], [-2.77327, -1.04183, 2.09192], [-3.36023, -1.76599, 0.75973], [-1.29107, 0.69401, -0.59579], [1.35478, 0.64430, -0.41624], [1.73226, -0.60814, 2.19457], [-1.36130, -0.53358, 1.77697], [0.13759, 1.86465, 1.64575], [0.15789, -1.81237, -0.19426], [0.77638, -2.96754, 0.46629], [2.11647, 3.18618, -2.86474], [1.54913, -1.98355, 2.75279], [2.01031, 1.95498, -2.26273], [-1.41524, -0.41471, -4.56521], [-2.03890, 1.05549, -2.76163], [1.84501, 0.38885, 3.29794], [0.92021, 2.98817, -0.35183], [-0.14628, -1.93084, -1.44714], [0.43676, 2.93801, 0.99715], [-1.34450, 0.25762, -1.81806], [1.40136, 1.82486, -1.00525], [-2.06112, 0.73933, -4.09327], [0.61126, -2.92003, 1.98379], [1.64549, 4.33717, -2.22376], [-0.80961, -1.25051, -3.67178], [1.06803, 4.23462, -0.98426], [0.50029, 0.82396, 3.87357], [-0.75715, -0.95862, -2.28720], [3.01422, -0.58748, 1.45481], [-0.15600, 1.96650, 3.07377], [0.65112, 1.17505, 4.89427], [-0.16812, -0.03398, 3.91785], [0.71212, 5.12040, -0.47135], [0.31457, -3.88795, 0.09774], [0.37773, 3.89531, 1.51701], [-1.24039, 1.91205, 3.19966], [0.78028, -3.92587, 2.37313], [-0.33969, -2.16368, -4.01921], [-1.41396, -0.64760, -5.62064], [2.47553, -0.02687, 4.08973], [-0.42326, -2.66842, 2.20801], [2.98105, -1.28985, 0.62651], [-2.57078, 1.39205, -4.79008], [2.36206, 1.26365, 2.90001], [2.37331, 1.05488, -2.74189], [0.18960, 2.92932, 3.45664], [-2.51472, 1.95038, -2.38239], [3.84317, -0.85552, 2.11657], [3.20317, 0.40085, 1.04676], [1.83603, -3.01775, 0.19627], [1.75392, 5.30218, -2.69834], [1.15711, -1.90124, 3.76679], [0.08233, -2.88210, -1.93303], [2.53191, -2.45736, 2.82194], [2.58649, 3.26418, -3.83601]], "atomic_forces_ev_per_a": [[-0.1, 0.0, -0.2], [-1.6, -0.8, 0.9], [-0.7, 0.2, -0.4], [0.5, -0.8, -0.1], [0.7, 0.7, 0.2], [-0.3, 0.5, 0.6], [-0.5, -0.4, 0.0], [0.2, -0.2, -0.1], [0.3, -0.1, 0.5], [0.9, 0.0, -0.6], [-0.2, 0.1, -0.3], [0.8, 0.2, -0.3], [0.1, 0.7, -0.2], [0.2, -0.1, -0.2], [0.0, -0.2, 0.1], [0.0, 0.0, 0.1], [-0.3, -0.3, 0.0], [-0.1, -0.3, 0.1], [0.0, -0.1, -0.2], [0.0, 0.0, 0.2], [-0.1, 0.1, 0.2], [0.1, -0.4, -0.3], [0.0, -0.1, 0.1], [-0.1, 0.0, 0.1], [0.0, -0.2, -0.4], [0.0, 0.8, -0.1], [0.1, 0.0, 0.1], [0.1, 0.1, -0.2], [0.0, 0.1, -0.1], [0.0, -0.1, 0.0], [0.0, 0.0, 0.1], [0.1, 0.1, -0.2], [-0.1, 0.4, 0.0], [0.2, 0.0, -0.1], [-0.1, -0.2, 0.2], [0.0, 0.0, 0.0], [0.0, 0.0, 0.1], [0.0, 0.0, 0.0], [0.0, 0.0, 0.0], [0.0, 0.0, 0.1], [0.0, 0.1, 0.0], [0.0, 0.0, 0.0], [0.0, 0.0, 0.0], [0.0, 0.0, 0.0], [0.0, 0.0, -0.1], [0.0, -0.1, 0.0], [0.0, 0.0, 0.0], [0.0, 0.0, 0.0], [0.1, -0.1, 0.0], [0.0, 0.0, 0.0], [0.0, 0.0, -0.1], [0.0, 0.0, 0.0], [-0.1, 0.0, 0.1], [-0.1, 0.0, 0.0], [0.0, 0.0, 0.0], [0.0, 0.0, 0.0], [0.0, 0.1, 0.0], [0.0, 0.0, 0.0], [0.0, 0.1, 0.1], [0.0, 0.0, 0.0]], "lowdin_charge": [0.123, 1.574, 0.141, 0.024, 0.435, -0.001, 0.874, -1.000, -0.184, -0.254, -0.278, -0.591, -0.117, -0.121, -0.199, -0.047, -0.166, 0.009, -0.082, 0.000, -0.187, -0.133, -0.077, -0.044, -0.328, -0.305, -0.053, -0.171, -0.066, -0.044, -0.025, -0.164, -0.140, -0.073, -0.189, 0.122, 0.082, 0.120, 0.116, 0.143, 0.120, 0.126, 0.116, 0.107, 0.132, 0.059, 0.083, 0.113, 0.125, 0.125, 0.121, 0.122, 0.106, 0.086, 0.119, 0.111, 0.124, 0.143, 0.126, 0.115], "de_lowest_kj_mol": 35.5, "e_homo_ha": -0.3849, "total_charge": 1, "orbital_gap_ev": 6.4, "spin_multiplicity": 1}